Record 1
Formula: C34H30Co2N2O5P
Source: OMol25
Level of theory: ωB97M-V/def2-TZVPD

Last column: Löwdin charge in e.
Geometry (Å):
O: 3.945 3.125 -2.150  0.15
C: 3.120 2.325 -2.071  -0.11
Co: 1.860 1.106 -2.029  0.08
C: 2.615 0.077 -0.785  -0.14
O: 3.128 -0.385 0.149  0.12
C: 0.781 2.185 -1.156  -0.15
O: 0.213 2.977 -0.528  0.11
C: 1.179 0.744 -3.653  -0.29
C: 2.509 0.333 -3.486  -0.31
C: 3.653 -0.094 -4.090  -0.10
C: 4.718 -0.718 -3.336  -0.24
C: 6.068 -0.460 -3.680  -0.06
C: 7.101 -0.896 -2.864  -0.12
C: 6.819 -1.669 -1.728  -0.13
C: 5.499 -2.034 -1.443  -0.10
C: 4.455 -1.579 -2.247  -0.06
Co: 0.416 -0.745 -2.811  -0.07
C: 0.836 -2.042 -1.727  -0.25
O: 1.055 -2.960 -1.045  0.05
C: -0.128 -1.402 -4.310  -0.22
O: -0.522 -1.817 -5.320  0.07
P: -1.401 -0.076 -2.059  1.02
C: -1.605 0.127 -0.252  -0.32
C: -2.861 0.417 0.296  -0.10
C: -2.994 0.581 1.679  -0.08
C: -1.884 0.411 2.521  -0.09
C: -0.647 0.076 1.971  -0.07
C: -0.513 -0.080 0.593  -0.09
C: -1.937 1.514 -2.811  -0.33
C: -2.322 2.612 -2.034  -0.10
C: -2.654 3.820 -2.651  -0.08
C: -2.586 3.948 -4.040  -0.10
C: -2.209 2.851 -4.817  -0.08
C: -1.885 1.637 -4.206  -0.11
C: -2.797 -1.210 -2.448  -0.31
C: -3.905 -0.818 -3.212  -0.08
C: -4.893 -1.755 -3.541  -0.09
C: -4.789 -3.076 -3.100  -0.11
C: -3.690 -3.463 -2.327  -0.09
C: -2.700 -2.535 -1.996  -0.08
H: 0.732 1.303 -4.468  0.07
H: 3.865 0.195 -5.130  0.10
H: 6.254 0.132 -4.580  0.10
H: 8.138 -0.651 -3.109  0.09
H: 7.632 -2.005 -1.077  0.09
H: 5.285 -2.680 -0.589  0.10
H: 3.433 -1.939 -2.096  0.09
H: -3.729 0.528 -0.356  0.11
H: -3.965 0.844 2.094  0.10
H: -1.994 0.536 3.603  0.10
H: 0.230 -0.062 2.607  0.08
H: 0.457 -0.362 0.177  0.06
H: -2.411 2.512 -0.954  0.09
H: -2.960 4.659 -2.028  0.10
H: -2.820 4.903 -4.513  0.10
H: -2.168 2.919 -5.902  0.10
H: -1.600 0.779 -4.823  0.10
H: -4.009 0.216 -3.539  0.10
H: -5.745 -1.437 -4.144  0.10
H: -5.557 -3.805 -3.368  0.09
H: -3.599 -4.489 -1.974  0.10
H: -1.853 -2.845 -1.379  0.10
C: 1.254 0.748 5.204  -0.14
N: 2.040 -0.235 4.465  -0.15
N: 2.894 -0.948 5.386  -0.17
C: 3.933 -0.102 5.937  -0.14
H: 0.901 1.496 4.490  0.07
H: 0.387 0.278 5.693  0.08
H: 1.864 1.220 5.978  0.05
H: 1.417 -0.955 4.096  0.09
H: 3.297 -1.717 4.857  0.11
H: 4.300 -0.603 6.838  0.07
H: 4.777 0.015 5.243  0.08
H: 3.539 0.879 6.208  0.05

Properties
total charge = -1
LUMO = 0.096 Ha
HOMO = -3.209 eV
Kohn-Sham gap = 5.83 eV


Record 2
Formula: C13H18N3O2S2SeSiZn
Source: OMol25
Level of theory: ωB97M-V/def2-TZVPD

Last column: Löwdin charge in e.
Geometry (Å):
Zn: 0.384 0.574 0.187  0.52
C: 0.755 1.066 6.319  -0.19
Si: -0.265 -0.303 5.466  0.54
C: -2.034 0.316 5.140  -0.21
C: -0.469 -1.729 6.737  -0.20
C: 0.604 -1.035 3.967  -0.27
C: 1.156 -2.302 3.936  -0.11
C: 1.713 -2.814 2.766  -0.09
C: 1.673 -2.019 1.636  -0.13
N: 1.165 -0.802 1.637  -0.03
C: 0.635 -0.291 2.760  -0.79
S: 0.033 1.294 2.644  0.61
H: 0.301 1.385 7.257  0.01
H: 0.822 1.929 5.661  0.01
H: 1.771 0.740 6.537  0.02
H: -2.680 0.176 6.008  0.01
H: -2.470 -0.223 4.301  0.03
H: -2.031 1.368 4.873  0.00
H: -1.221 -1.457 7.475  0.01
H: 0.453 -1.953 7.272  0.01
H: -0.804 -2.643 6.251  0.02
H: 1.156 -2.912 4.833  0.09
H: 2.159 -3.797 2.727  0.08
H: 2.079 -2.346 0.685  0.12
N: -0.832 1.562 -1.603  -0.02
C: -2.248 1.273 -1.808  -0.27
C: -2.487 -0.231 -1.839  -0.12
C: -2.279 -0.950 -0.476  -0.68
O: -3.130 -1.776 -0.142  -0.03
O: -1.245 -0.650 0.183  -0.11
H: -0.634 2.554 -1.683  0.09
H: -0.286 1.094 -2.323  0.06
H: -2.619 1.717 -2.749  0.10
H: -2.812 1.729 -0.986  0.11
H: -1.788 -0.690 -2.547  0.11
H: -3.504 -0.441 -2.173  0.10
Se: 1.736 -0.601 -4.739  0.23
C: 2.210 -0.367 -3.019  -0.79
N: 2.088 0.401 -2.094  -0.20
S: 3.344 1.967 -0.454  0.28
C: 2.059 0.962 -0.921  -0.94

Properties
2S+1 = 2
total charge = -2
LUMO (spin up / spin down) = 0.166 / 0.166 Ha
HOMO (spin up / spin down) = 0.051 / -1.022 eV
Kohn-Sham gap (spin up / spin down) = 4.47 / 5.54 eV


Record 3
Formula: C3H4NO3
Source: OMol25
Level of theory: ωB97M-V/def2-TZVPD

Last column: Löwdin charge in e.
Geometry (Å):
C: -0.833 -0.326 -2.792  -0.18
C: 0.251 0.796 -0.129  -0.09
C: -0.323 -0.568 -0.361  0.01
N: -0.765 1.762 -0.702  -0.08
O: -1.306 -0.050 -3.780  0.41
O: -0.664 2.935 -0.459  0.11
O: -0.368 -0.861 -1.841  0.21
H: 0.204 0.896 0.906  0.13
H: 1.091 1.083 -0.659  0.12
H: 0.347 -1.282 0.150  0.16
H: -1.474 -0.738 -0.205  0.20

Properties
2S+1 = 3
total charge = +1
LUMO (spin up / spin down) = -0.175 / -0.215 Ha
HOMO (spin up / spin down) = -13.068 / -17.979 eV
Kohn-Sham gap (spin up / spin down) = 8.32 / 12.13 eV


Table of E (eV), in record order: -133502.6292; -165653.4140; -10795.2763
Table of ΔE to the lowest compared entry with this formula, charge and spin (kJ/mol), in record order: 0.0; 61.0; 4.4